[1]
{
  "formula": "C31H48N7P2Rb",
  "method": "wB97M-V/def2-TZVPD",
  "orbital_gap_ev": 5.71,
  "multiplicity": 1,
  "charge": 0,
  "homo_ev": -5.89,
  "de_lowest_kcal_mol": 0.0,
  "elements": ["Rb", "C", "C", "C", "P", "C", "C", "C", "C", "C", "C", "C", "C", "C", "C", "N", "C", "C", "C", "C", "C", "C", "C", "P", "C", "C", "C", "C", "C", "C", "H", "H", "H", "H", "H", "H", "H", "H", "H", "H", "H", "H", "H", "H", "H", "H", "H", "H", "H", "H", "H", "H", "H", "H", "H", "H", "H", "H", "H", "H", "H", "H", "H", "H", "H", "H", "H", "H", "H", "H", "N", "C", "C", "C", "N", "H", "H", "H", "H", "N", "C", "N", "N", "C", "N", "H", "H", "H", "H"],
  "xyz": [[-0.83, 0.16, 1.75], [-3.19, -0.15, -2.71], [-3.24, 0.69, -1.41], [-3.57, -0.27, -0.27], [-1.69, 1.70, -1.08], [-2.34, 3.38, -1.75], [-3.04, 3.37, -3.13], [-1.29, 4.50, -1.63], [-0.43, 1.20, -2.24], [0.00, 2.02, -3.29], [0.95, 1.62, -4.19], [1.36, 2.48, -5.32], [1.54, 0.36, -3.96], [1.18, -0.42, -2.87], [0.17, -0.04, -1.98], [-0.22, -0.77, -0.91], [0.02, -2.11, -0.98], [-0.49, -2.87, -2.07], [-0.38, -4.21, -2.25], [0.24, -5.00, -1.25], [0.42, -6.51, -1.43], [0.74, -4.28, -0.20], [0.66, -2.88, -0.02], [1.61, -1.93, 1.24], [2.51, -3.32, 2.06], [3.58, -2.85, 3.08], [1.50, -4.14, 2.88], [2.86, -1.09, 0.06], [3.68, -2.09, -0.74], [3.69, -0.04, 0.81], [-4.20, -0.50, -3.00], [-2.58, -1.03, -2.54], [-2.82, 0.51, -3.52], [-4.05, 1.41, -1.52], [-2.81, -1.07, -0.27], [-4.51, -0.80, -0.44], [-3.55, 0.20, 0.72], [-3.13, 3.53, -0.98], [-2.36, 2.85, -3.83], [-3.26, 4.36, -3.56], [-3.94, 2.77, -3.12], [-0.79, 4.68, -2.58], [-0.57, 4.28, -0.86], [-1.80, 5.45, -1.34], [-0.44, 2.97, -3.42], [1.44, 3.49, -4.96], [0.56, 2.44, -6.13], [2.27, 2.08, -5.80], [2.35, 0.03, -4.60], [1.67, -1.36, -2.70], [-1.00, -2.36, -2.88], [-0.81, -4.65, -3.17], [1.49, -6.74, -1.35], [0.06, -6.84, -2.39], [-0.09, -7.07, -0.66], [1.26, -4.80, 0.61], [3.01, -3.96, 1.35], [3.29, -1.96, 3.66], [4.48, -2.63, 2.48], [3.83, -3.57, 3.84], [1.33, -3.62, 3.80], [1.93, -5.10, 3.17], [0.52, -4.36, 2.37], [2.15, -0.55, -0.60], [4.42, -2.59, -0.14], [4.19, -1.63, -1.61], [3.04, -2.91, -1.09], [4.41, -0.46, 1.49], [3.00, 0.57, 1.35], [4.30, 0.54, 0.11], [0.56, 1.18, 5.43], [1.49, 1.32, 6.42], [2.72, 0.99, 5.87], [2.43, 0.79, 4.49], [1.13, 0.87, 4.26], [-0.41, 1.50, 5.36], [1.23, 1.53, 7.44], [3.69, 1.00, 6.35], [3.11, 0.56, 3.66], [-2.61, 4.33, 2.02], [-3.67, 4.46, 2.89], [-4.70, 5.19, 2.50], [-3.75, 3.85, 4.06], [-2.73, 3.07, 4.37], [-1.88, 2.35, 4.74], [-2.62, 4.59, 1.06], [-1.94, 3.64, 2.31], [-4.79, 5.48, 1.57], [-5.50, 5.21, 3.13]],
  "mulliken_charge": [0.730, -1.443, 0.481, -1.325, 0.303, 0.350, -1.409, -1.761, 0.642, -0.170, 0.303, -1.651, -1.234, 0.059, -1.410, 1.343, -1.027, -0.232, -1.160, -0.067, -1.564, -0.056, 0.686, 0.619, 0.346, -1.574, -1.876, 1.835, -1.611, -1.552, 0.451, 0.233, 0.288, 0.766, 0.160, 0.434, 0.247, 0.431, 0.255, 0.388, 0.347, 0.470, 0.368, 0.428, 0.218, 0.371, 0.249, 0.351, 0.307, 0.394, 0.208, 0.279, 0.345, 0.364, 0.326, 0.362, 0.542, 0.206, 0.328, 0.445, 0.481, 0.390, 0.438, -0.646, 0.348, 0.367, 0.331, 0.304, 0.365, 0.432, 0.038, -0.365, -0.949, -0.004, -0.055, 0.410, 0.431, 0.339, 0.348, -0.291, 0.662, -0.361, -0.726, 0.559, -0.674, 0.150, 0.093, 0.205, 0.245]
}

---

[2]
{
  "formula": "C31H48NdO3P2",
  "method": "wB97M-V/def2-TZVPD",
  "orbital_gap_ev": [5.81, 5.88],
  "multiplicity": 4,
  "charge": 1,
  "homo_ev": [-9.19, -9.19],
  "s2": 3.76,
  "elements": ["Nd", "C", "C", "C", "C", "C", "C", "H", "H", "H", "C", "H", "H", "H", "C", "H", "H", "H", "C", "H", "H", "H", "C", "H", "H", "H", "C", "C", "C", "C", "C", "C", "C", "C", "H", "H", "H", "H", "H", "H", "H", "H", "H", "H", "H", "H", "P", "P", "C", "C", "H", "H", "H", "H", "C", "H", "H", "H", "C", "H", "H", "H", "C", "H", "H", "H", "C", "H", "H", "H", "O", "C", "C", "C", "C", "C", "C", "C", "O", "O", "H", "H", "H", "H", "H"],
  "xyz": [[-0.31, 1.31, 2.39], [1.44, 1.53, 4.29], [2.18, 1.58, 3.07], [0.63, 3.36, 3.11], [0.49, 2.58, 4.31], [1.69, 2.71, 2.33], [1.60, 0.46, 5.31], [2.13, -0.42, 4.90], [0.61, 0.14, 5.65], [2.17, 0.81, 6.19], [-0.72, 2.58, 5.16], [-0.61, 1.89, 5.99], [-1.61, 2.25, 4.61], [-0.95, 3.58, 5.53], [-0.54, 4.08, 2.54], [-1.02, 4.64, 3.35], [-1.37, 3.44, 2.10], [-0.21, 4.78, 1.78], [1.95, 2.93, 0.88], [2.76, 3.65, 0.83], [1.08, 3.35, 0.35], [2.28, 2.02, 0.34], [3.08, 0.50, 2.60], [4.12, 0.57, 2.95], [3.14, 0.47, 1.51], [2.72, -0.48, 2.92], [-0.27, -2.77, -0.11], [0.88, -3.04, 0.53], [2.28, -2.68, 0.11], [2.37, -2.14, -1.34], [1.99, -0.69, -1.50], [0.77, -0.12, -1.64], [-0.58, -0.77, -1.65], [-0.56, -2.32, -1.50], [2.94, -3.56, 0.17], [1.82, -2.83, -1.99], [2.73, -1.94, 0.81], [0.12, -2.73, -2.25], [-1.18, -2.79, 0.50], [0.82, -3.43, 1.55], [-1.55, -2.70, -1.76], [-1.28, -0.34, -0.89], [0.76, 0.98, -1.73], [-1.08, -0.51, -2.62], [3.42, -2.19, -1.66], [2.85, -0.02, -1.44], [-0.68, -0.29, -5.10], [-0.53, 2.40, -6.41], [-0.76, -0.34, -6.98], [-1.17, 1.03, -7.52], [-1.51, -1.11, -7.25], [0.23, -0.65, -7.35], [-0.76, 1.21, -8.53], [-2.27, 1.14, -7.55], [-1.34, 3.73, -7.38], [-1.01, 4.70, -6.98], [-2.42, 3.63, -7.26], [-1.07, 3.64, -8.44], [1.16, 2.52, -7.12], [1.13, 2.47, -8.22], [1.80, 1.72, -6.73], [1.59, 3.48, -6.81], [-2.26, -1.20, -4.78], [-2.33, -1.52, -3.73], [-2.33, -2.08, -5.44], [-3.09, -0.51, -4.99], [0.59, -1.62, -4.91], [1.51, -1.26, -5.39], [0.25, -2.54, -5.40], [0.80, -1.80, -3.85], [-1.24, -0.16, 6.54], [-1.59, -1.48, 6.31], [-1.71, -2.30, 7.43], [-2.35, -3.53, 7.30], [-2.71, -4.02, 6.03], [-2.45, -3.25, 4.90], [-1.92, -1.97, 5.02], [-1.71, -1.24, 3.73], [-2.13, -1.65, 2.63], [-1.06, -0.13, 3.88], [-0.86, -0.10, 7.43], [-1.35, -1.94, 8.40], [-2.56, -4.12, 8.19], [-3.19, -4.98, 5.91], [-2.66, -3.60, 3.88]],
  "mulliken_spin": [3.047, -0.002, -0.005, -0.016, -0.005, -0.019, -0.002, -0.001, 0.000, 0.000, -0.003, -0.001, 0.001, 0.001, 0.003, 0.000, -0.002, 0.000, 0.003, -0.001, -0.001, -0.001, 0.002, -0.001, -0.001, 0.000, 0.000, 0.000, 0.000, 0.000, -0.001, 0.000, -0.001, 0.000, 0.000, 0.000, 0.000, 0.000, 0.000, 0.000, 0.000, 0.000, 0.001, 0.001, 0.000, 0.000, 0.000, 0.000, 0.000, 0.000, 0.000, 0.000, 0.000, 0.000, 0.000, 0.000, 0.000, 0.000, 0.000, 0.000, 0.000, 0.000, 0.000, 0.000, 0.000, 0.000, 0.000, 0.000, 0.000, 0.000, 0.000, 0.000, 0.000, 0.000, 0.000, 0.000, -0.001, 0.003, 0.000, 0.001, 0.000, 0.000, 0.000, 0.000, 0.000]
}